1.
15
Properties=species:S:1:pos:R:3 method="wB97M-V/def2-TZVPD" charge=+1 e_above_lowest_kcal_mol=88.8 spin_multiplicity=1
O 1.907 0.980 -0.106
N 2.604 -0.260 0.069
C -0.460 0.286 0.392
C -1.844 0.616 -0.162
C 1.767 -1.164 0.132
C 0.659 1.176 -0.006
C 0.255 -1.092 -0.011
H -0.600 0.176 1.467
H 0.338 2.107 -0.494
H -1.948 0.870 -1.240
H -2.443 -0.250 -0.047
H -0.161 -1.951 0.333
H 0.069 -0.920 -1.051
H 2.233 -2.039 0.271
H -2.375 1.464 0.454

2.
15
Properties=species:S:1:pos:R:3 method="wB97M-V/def2-TZVPD" charge=+1 e_above_lowest_kcal_mol=88.4 spin_multiplicity=1
O 1.776 0.081 -1.276
N 1.082 0.135 -0.332
C -0.103 0.939 1.459
C 1.090 1.157 0.684
C -0.798 -0.128 0.991
C -0.985 -0.851 -1.519
C -0.105 -0.682 -0.226
H -0.105 1.494 2.328
H -1.601 -0.630 1.391
H -1.574 -1.753 -1.384
H -0.468 -1.307 -2.377
H 2.022 1.018 1.458
H 1.190 2.229 0.359
H -1.789 -0.019 -1.645
H 0.365 -1.681 0.089

3.
15
Properties=species:S:1:pos:R:3 method="wB97M-V/def2-TZVPD" charge=+1 e_above_lowest_kcal_mol=37.2 spin_multiplicity=1
O -1.396 1.696 -0.307
N 0.604 0.174 -0.315
C 1.807 0.967 -0.074
C -2.168 0.841 0.062
C -2.072 -0.582 -0.170
C 0.219 -0.924 0.212
C -1.094 -1.466 0.091
H -1.206 -2.476 0.062
H 1.859 1.852 -0.715
H 1.727 1.532 0.830
H -3.055 1.290 0.440
H -3.000 -0.971 -0.467
H 2.603 0.263 -0.084
H -0.026 0.794 -0.888
H 0.893 -1.468 0.970

4.
16
Properties=species:S:1:pos:R:3 method="wB97M-V/def2-TZVPD" charge=-1 e_above_lowest_kcal_mol=169.3 spin_multiplicity=1
O -1.727 -1.071 2.123
O -2.045 -1.404 -0.165
N 1.838 1.980 -1.001
C 0.272 0.312 -0.067
C 0.154 -1.035 0.602
C 1.738 0.722 -0.338
C 1.265 2.109 -2.179
C -1.347 -1.186 0.956
H 2.205 -0.087 -0.976
H 0.413 -1.853 -0.070
H -1.928 -0.305 0.289
H 1.854 1.521 -2.965
H -0.228 0.299 -1.036
H 2.261 0.699 0.604
H 0.735 -1.095 1.527
H -0.175 1.133 0.533